C8H12DyO5 | the ωB97M-V functional and the def2-TZVPD basis

The geometry in XYZ format:
```
26
Properties=species:S:1:pos:R:3:lowdin_charge:R:1
O -2.05790 -0.22973 0.27790 0.03
C -1.11960 -1.16466 -0.02157 -0.59
O 0.14268 -0.95271 -0.01700 0.16
O -1.60004 -2.29979 -0.03934 -0.01
Dy -4.28510 -2.25077 0.76715 1.99
C 0.77256 0.26980 0.23904 -0.05
C 2.08696 0.27558 0.39591 0.00
C 2.89064 1.53978 0.33380 -0.13
C 3.75613 1.66586 -0.89719 -0.05
O 4.74972 0.55022 -0.88690 0.13
C 5.91426 0.69925 -1.26035 -0.01
O 6.78347 -0.20013 -1.23695 0.32
H 0.14904 1.16038 0.18086 0.13
H 2.60122 -0.67098 0.57286 0.16
H -1.81821 0.69224 0.45457 0.13
H 3.52054 1.62653 1.23011 0.15
H 2.23227 2.41981 0.31719 0.14
H 4.32244 2.60143 -0.91215 0.16
H 3.20338 1.52368 -1.83022 0.15
H 7.68203 0.09092 -1.48496 0.21
C -3.74975 1.84132 -2.55878 0.24
C -2.41894 1.96944 -2.50398 0.22
H -4.22735 1.24042 -3.33635 0.14
H -4.40304 2.47696 -1.95658 0.14
H -1.95400 2.65176 -1.78782 0.13
H -1.76178 1.37337 -3.14074 0.13
```

The value obtained for the LUMO energy (spin up / spin down) is -14.6267 / -17.7886 eV. The expectation value of S² is 13.02. As for the charge: +4. Its total energy is -42760.728 eV. As for the orbital gap (spin up / spin down): 6.86 / 3.69 eV. The spin multiplicity is 7. The value obtained for the largest force on an atom is 4.432 eV Å⁻¹.